20
Properties=species:S:1:pos:R:3 method="wB97M-V/def2-TZVPD" orbital_gap_ha="0.341 / 0.221" multiplicity=2 largest_force_ev_per_a=2.49 mol_weight_g_mol=156.3 e_lumo_ev="-4.70 / -7.95" e_homo_ev="-13.970 / -13.963" total_charge=+1
O -1.70394 0.15748 -3.04187
C -2.14000 -0.13429 2.40935
O -1.58764 -1.43435 2.50870
C -1.41309 0.68344 1.33106
H -0.66137 -1.56547 2.76640
H -1.91801 0.24275 3.40179
H 0.44831 -0.86506 -2.53986
C 0.82017 -1.19777 -1.59009
H 0.40475 -0.67565 1.20990
H -0.06409 -1.00573 -0.92032
H -1.74324 -0.67574 -3.51621
H 1.26931 -2.17158 -1.67717
H 0.50746 0.68066 2.34523
S 1.03448 1.19842 0.00133
H -1.70855 0.66146 0.29543
H -3.17304 -0.44459 2.18621
C 0.12388 0.33870 1.36435
H -2.59429 0.32814 -2.63883
S 2.20063 -0.11561 -1.09615
H -1.53493 1.80263 1.29971

19
Properties=species:S:1:pos:R:3 method="wB97M-V/def2-TZVPD" orbital_gap_ha="0.142 / 0.171" multiplicity=2 largest_force_ev_per_a=1.07 mol_weight_g_mol=108.1 e_lumo_ev="3.42 / 3.35" e_homo_ev="-0.453 / -1.318" total_charge=-1
O 3.06710 1.99271 -2.05945
O -3.20879 -0.47288 -0.78107
H 0.34285 -1.73364 -1.59733
H -1.90173 0.09277 2.17364
H 1.54252 -2.43399 -0.57365
C 0.58888 -1.86037 -0.53135
H 3.97025 2.00745 -2.40119
H -0.52325 1.73744 0.38461
O -1.36203 1.46707 0.78064
H 2.97065 1.05266 -1.81850
H 0.61302 -0.82008 2.38187
H -3.53924 0.08925 -1.48871
C -0.97891 0.60602 1.85801
H -2.62974 0.15399 -0.30280
H -0.17489 -2.51757 -0.12525
C 0.64828 -0.53973 0.19087
C 0.13218 -0.34274 1.51039
H -0.72201 1.23585 2.73077
H 1.16485 0.28579 -0.33150

Number 1: DFT total energy -1106.09786 a.u.. Number 2: DFT total energy -385.20634 a.u..